ORCA calculation (ωB97M-V/def2-TZVPD) on a cluster of 13 separate species, C26H78O13 in total in a non-equilibrium geometry.

Last column: Mulliken charge in e.
Cartesian coordinates (Å):
C (-5.1059, 2.9099, -0.6815)  -1.69
C (-3.7216, 2.7755, -0.0799)  1.26
O (-2.7922, 3.4893, -0.8832)  -0.66
H (-5.4385, 3.9480, -0.6242)  0.44
H (-5.8362, 2.2615, -0.2004)  0.27
H (-5.0849, 2.6850, -1.7528)  0.35
H (-3.4473, 1.7242, 0.0785)  -0.42
H (-3.7651, 3.2382, 0.9161)  0.13
H (-1.9877, 3.6358, -0.3414)  0.07
C (-1.5338, 5.6037, 1.5710)  -1.30
C (-0.3861, 4.6368, 1.7163)  -0.12
O (-0.5608, 3.5273, 0.8044)  0.53
H (-1.6139, 5.9452, 0.5384)  0.31
H (-1.3616, 6.4760, 2.2023)  0.44
H (-2.4882, 5.1434, 1.8333)  0.13
H (-0.2599, 4.1974, 2.7104)  0.24
H (0.5319, 5.1705, 1.4367)  0.38
H (0.3321, 3.1611, 0.6494)  -0.32
C (0.0109, 2.8610, -3.1098)  -0.78
C (1.5002, 2.7843, -3.3535)  0.14
O (1.7944, 1.9161, -4.4354)  -0.55
H (-0.4809, 3.2317, -4.0110)  0.49
H (-0.2845, 3.4795, -2.2646)  0.09
H (-0.3923, 1.8612, -2.9307)  -0.14
H (1.9915, 2.4792, -2.4167)  -0.08
H (1.9070, 3.7859, -3.5446)  0.49
H (2.6888, 2.1374, -4.7112)  0.32
C (0.1061, -3.3550, -2.5712)  -0.09
C (-0.9654, -3.8161, -3.5325)  -0.29
O (-0.3492, -4.4335, -4.6583)  -0.54
H (-0.2781, -3.2458, -1.5554)  0.03
H (0.5722, -2.4176, -2.8767)  -0.08
H (0.9212, -4.0784, -2.4754)  0.29
H (-1.5559, -2.9438, -3.8418)  0.15
H (-1.6636, -4.4980, -3.0311)  0.29
H (-1.0355, -4.6981, -5.2776)  0.31
C (-4.5565, -0.3159, -2.4617)  -1.29
C (-3.0717, -0.2933, -2.7482)  1.02
O (-2.7919, -0.6154, -4.1104)  -0.68
H (-5.0546, 0.4711, -3.0359)  0.34
H (-4.6856, -0.0275, -1.4160)  0.07
H (-5.0297, -1.2638, -2.7102)  0.38
H (-2.5786, -1.0108, -2.0758)  -0.10
H (-2.7038, 0.7135, -2.5124)  -0.15
H (-1.8461, -0.4856, -4.2393)  0.34
C (-0.1438, -1.6044, 3.4744)  -0.26
C (-0.4832, -2.8151, 2.6115)  -0.46
O (-1.1591, -2.4934, 1.4045)  -0.65
H (0.6897, -1.0393, 3.0683)  -0.13
H (0.1199, -2.0035, 4.4569)  0.49
H (-1.0557, -1.0209, 3.5743)  -0.15
H (-1.1818, -3.4513, 3.1628)  0.45
H (0.3784, -3.4638, 2.4190)  0.32
H (-0.5397, -2.0997, 0.7690)  -0.17
C (-5.8925, -1.1021, 1.6996)  -1.21
C (-4.6073, -1.7902, 1.3000)  -0.05
O (-3.5057, -0.9306, 1.6734)  -0.35
H (-6.7624, -1.6635, 1.3514)  0.40
H (-5.9556, -0.0846, 1.3064)  0.13
H (-5.9655, -0.9892, 2.7822)  0.34
H (-4.5532, -2.0066, 0.2289)  0.21
H (-4.5134, -2.7237, 1.8673)  0.38
H (-2.7053, -1.4967, 1.6080)  0.21
C (4.2143, -2.0120, 1.7662)  -0.23
C (4.5770, -3.1420, 2.6889)  -0.47
O (5.7908, -2.8089, 3.3742)  -0.56
H (4.9078, -1.8673, 0.9373)  0.17
H (4.0838, -1.0560, 2.2753)  0.40
H (3.2393, -2.2061, 1.3083)  -0.16
H (4.6772, -4.0834, 2.1412)  0.22
H (3.8105, -3.2298, 3.4673)  0.37
H (5.9385, -3.4284, 4.0917)  0.30
C (4.1918, 0.4729, -2.3376)  -0.90
C (3.3663, -0.7712, -2.7001)  -0.39
O (3.2903, -1.6213, -1.5466)  -0.19
H (5.2472, 0.2115, -2.3777)  0.42
H (3.8779, 0.8422, -1.3614)  -0.08
H (4.0221, 1.2914, -3.0423)  0.25
H (3.9129, -1.3078, -3.4803)  0.51
H (2.3543, -0.5297, -3.0090)  0.30
H (4.1203, -2.1370, -1.5015)  -0.06
C (-2.7570, 3.0171, 4.5673)  -1.61
C (-2.5830, 1.9309, 3.5332)  1.46
O (-3.8852, 1.4413, 3.1710)  -0.59
H (-1.7814, 3.4519, 4.8001)  0.34
H (-3.1178, 2.6237, 5.5215)  0.42
H (-3.4874, 3.7394, 4.2116)  0.34
H (-1.9797, 1.0706, 3.8433)  -0.14
H (-2.1074, 2.3555, 2.6363)  -0.43
H (-3.7439, 0.6667, 2.5857)  0.32
C (4.2380, -4.7071, -0.8179)  -0.87
C (5.6522, -4.1961, -0.8212)  -0.22
O (5.7036, -2.8750, -1.4437)  -0.50
H (4.1322, -5.5865, -0.1754)  0.42
H (3.9266, -5.0606, -1.8006)  0.35
H (3.5243, -3.9798, -0.4353)  -0.09
H (6.3218, -4.8191, -1.4229)  0.41
H (6.1324, -4.0876, 0.1562)  0.23
H (6.5751, -2.7803, -1.8339)  0.27
C (-0.7215, 0.4901, -0.1174)  0.33
C (0.5646, 0.0549, -0.7898)  0.43
O (1.0077, -1.1322, -0.1171)  1.00
H (-1.2593, 1.2890, -0.6290)  -0.70
H (-0.4744, 0.8373, 0.8854)  -0.29
H (-1.3919, -0.3689, -0.1429)  -0.13
H (1.3481, 0.8131, -0.7254)  -0.23
H (0.3359, -0.2041, -1.8325)  0.46
H (1.8487, -1.4137, -0.5318)  -0.31
C (2.0717, 1.4375, 2.2250)  0.00
C (2.9511, 2.3995, 1.4501)  -0.58
O (2.1824, 2.8955, 0.3452)  -0.59
H (2.5202, 1.1152, 3.1664)  0.60
H (1.8512, 0.5453, 1.6380)  -0.55
H (1.1567, 1.9600, 2.5184)  0.09
H (3.8341, 1.8850, 1.0671)  0.31
H (3.2075, 3.2238, 2.1212)  0.41
H (2.7694, 3.3783, -0.2444)  0.24

Forces on the atoms, in the same order (eV/Å):
0.15 0.19 -0.63
-0.34 0.51 0.56
0.31 -0.14 0.11
-0.05 -0.04 0.19
0.02 0.00 0.10
0.04 -0.21 0.10
0.10 0.01 -0.22
0.11 -0.23 0.04
-0.35 -0.25 -0.30
-0.21 -0.14 0.15
0.38 -0.44 -0.75
0.38 0.45 0.26
0.09 -0.03 -0.02
-0.10 -0.03 0.07
0.03 0.03 0.10
-0.18 0.41 0.18
0.04 -0.15 0.20
-0.37 0.10 -0.16
-0.25 -0.42 -0.64
0.06 0.73 0.90
0.05 0.06 0.15
-0.07 0.09 0.08
0.24 0.09 0.03
0.05 -0.01 0.06
0.04 -0.39 -0.17
-0.16 0.03 -0.21
-0.05 -0.20 -0.20
0.44 -0.20 0.34
-0.22 0.31 0.13
0.03 -0.02 0.04
-0.19 0.24 -0.11
-0.09 0.04 -0.04
-0.13 -0.14 -0.23
-0.02 -0.12 -0.07
0.17 -0.13 -0.06
0.00 0.04 0.01
0.05 0.67 -0.38
0.02 -0.03 0.25
-0.08 0.01 0.18
0.02 -0.14 -0.10
-0.15 -0.36 0.06
0.06 -0.11 0.22
0.10 0.07 -0.11
0.10 -0.09 0.01
-0.08 0.00 -0.12
-0.14 -0.96 -0.12
-0.24 -0.33 0.20
-0.05 0.01 -0.18
-0.07 0.24 -0.04
0.13 0.27 0.08
0.13 0.34 0.03
-0.05 0.10 -0.01
0.16 0.26 -0.13
0.28 0.08 0.13
-0.23 0.20 -0.03
0.33 0.47 0.65
-0.05 -0.82 -0.34
0.05 0.02 0.00
0.09 -0.09 -0.23
0.10 -0.17 0.02
-0.11 0.01 0.03
-0.03 -0.07 -0.24
-0.02 0.46 0.02
-0.57 0.24 -0.55
0.16 0.45 0.86
0.22 0.08 -0.43
0.20 -0.09 0.14
0.25 -0.10 0.25
0.02 -0.14 0.01
-0.04 -0.04 0.04
-0.24 -0.28 -0.31
-0.06 -0.11 0.00
-0.58 -0.01 -0.52
0.90 0.13 0.68
-0.06 -0.14 -0.31
0.09 0.15 0.38
0.22 -0.10 0.15
0.05 -0.14 -0.11
-0.43 -0.02 -0.25
-0.01 0.01 -0.10
-0.23 0.36 0.02
0.36 -0.61 0.55
-0.82 -0.27 -0.82
0.45 -0.11 -0.09
-0.14 0.37 -0.21
-0.16 -0.13 -0.15
0.19 0.24 -0.05
0.18 0.27 0.36
0.09 -0.03 0.09
-0.15 0.28 0.30
-0.19 -0.63 0.30
0.92 0.65 -0.52
-0.17 -0.54 0.15
0.26 0.08 0.10
-0.01 0.37 -0.13
0.05 0.15 -0.12
-0.27 -0.32 0.15
-0.44 -0.19 0.16
-0.02 0.20 -0.04
0.28 0.03 -0.22
-0.40 -0.42 -0.09
0.00 0.04 0.14
0.32 0.13 -0.13
-0.44 -0.25 0.19
-0.09 0.07 0.47
-0.09 0.10 -0.22
0.26 0.20 -0.07
-0.17 0.00 0.02
-0.07 0.05 0.09
-0.36 -0.27 0.39
0.10 -0.03 0.01
0.30 0.06 -0.12
-0.19 0.06 -0.01
-0.15 -0.18 -0.19
0.17 0.14 0.14
0.34 0.06 -0.21
-0.09 0.07 -0.02

Calculated values
DFT total energy   -2015.43121 Ha
Highest occupied orbital energy   -9.22 eV